A molecular structure, C28H84F2O14Sn at a distorted geometry. Source: the OMol25 dataset; level of theory: the ωB97M-V functional and the def2-TZVPD basis.

The geometry in XYZ format:
```
129
Properties=species:S:1:pos:R:3:forces:R:3
Sn -0.44589 0.01809 0.03677 0.1 -0.7 0.5
F -2.75258 -1.13758 1.73179 0.6 0.0 -0.6
F 2.12197 0.80484 -1.55523 -0.8 -0.1 0.4
C 1.46444 -3.36211 -1.26222 -0.1 -0.3 0.5
C 0.12463 -4.01478 -0.96663 0.6 0.1 -0.1
O -0.82112 -3.08625 -0.51590 -0.1 1.7 -0.4
H 1.79047 -2.95585 -0.30475 0.5 0.1 -0.3
H 1.52192 -2.60637 -2.04558 -0.5 0.2 0.0
H 2.12384 -4.15912 -1.60583 0.3 0.0 0.3
H 0.25905 -4.67776 -0.11195 0.3 -0.7 -0.4
H -0.20087 -4.53246 -1.86894 -0.4 -0.3 0.1
H -1.56176 -3.54288 -0.11027 -0.5 -0.1 0.2
C -2.46481 2.42679 -3.56877 0.7 -0.6 -0.3
C -0.97523 2.01969 -3.78212 -0.8 1.4 -1.2
O -0.54191 0.89825 -3.10113 0.1 -1.2 1.8
H -2.61909 3.44555 -3.92433 0.0 -0.1 -0.3
H -2.91584 2.38755 -2.57724 0.8 0.0 0.4
H -3.07506 1.71295 -4.12206 0.0 0.3 -0.3
H -0.23653 2.81192 -3.66044 -0.4 0.6 0.6
H -0.81902 1.76907 -4.83135 -0.6 0.2 -0.5
H 0.41175 0.95385 -3.19630 0.5 -0.6 0.4
C 0.46128 -3.88120 4.81438 -1.9 -1.2 0.5
C -0.83088 -3.58030 4.07605 0.6 -0.6 1.5
O -0.68921 -2.30164 3.58550 -0.5 0.7 -1.0
H 0.43177 -3.41114 5.79737 0.7 0.6 -0.3
H 1.29572 -3.67880 4.14294 0.2 -0.2 0.5
H 0.30149 -4.93332 5.05019 1.0 -0.4 0.0
H -1.69795 -3.53303 4.73489 0.0 -0.7 0.4
H -0.99877 -4.36962 3.34333 -0.1 0.2 -0.6
H -1.55289 -2.16395 3.18965 -0.2 1.4 -0.9
C 5.25208 2.22029 2.55625 -0.3 0.1 -1.6
C 4.79307 1.47262 1.27113 0.5 -0.5 0.4
O 3.41888 1.61498 0.99728 -0.7 0.7 0.8
H 6.34023 2.18127 2.60636 0.0 -0.5 0.3
H 4.76188 1.84263 3.45357 0.2 0.0 -0.1
H 5.05919 3.28459 2.42158 -0.4 0.1 0.2
H 4.98426 0.40323 1.36031 0.3 -0.2 0.3
H 5.35630 1.76183 0.38388 0.3 0.5 0.1
H 3.22635 1.41537 0.07821 -0.1 -0.2 -0.6
C -1.63846 -2.46568 -4.80093 -0.2 1.1 0.3
C -1.32385 -1.83885 -6.18854 0.3 -0.6 1.2
O -1.26523 -2.93176 -7.04330 0.1 -1.0 -1.8
H -2.58754 -2.99807 -4.73834 -0.1 0.0 -0.5
H -1.66650 -1.75748 -3.97282 0.2 0.3 0.0
H -0.86406 -3.19502 -4.56328 0.1 0.0 -0.1
H -0.35061 -1.34803 -6.18968 0.1 0.3 0.4
H -1.99945 -1.13179 -6.66993 -0.5 0.0 0.7
H -0.41545 -3.37028 -6.95858 0.0 0.0 0.0
C -3.93645 -6.02029 1.23396 -0.3 -1.0 -0.5
C -4.28571 -4.57837 1.39554 0.4 1.0 -0.1
O -3.16036 -3.83305 0.89331 -0.2 -0.2 0.5
H -3.08132 -6.32437 1.83759 -0.1 0.3 0.4
H -3.60808 -6.26906 0.22481 -0.2 0.3 -0.3
H -4.76720 -6.69117 1.45276 -0.1 0.1 0.1
H -4.52440 -4.31851 2.42685 0.6 -0.2 0.5
H -5.15367 -4.12602 0.91582 -0.4 -1.0 -0.7
H -3.17863 -3.00096 1.37175 0.4 1.1 0.1
C 3.41607 1.33975 -6.24383 0.5 -1.8 1.3
C 2.72541 0.96417 -4.91559 -0.3 1.7 0.3
O 2.91138 1.96336 -3.93092 0.2 1.2 -0.4
H 3.04381 0.52922 -6.87037 0.2 0.3 -0.8
H 4.48789 1.17928 -6.12741 0.1 0.2 -0.2
H 3.22894 2.33344 -6.65086 -0.4 -0.2 0.3
H 3.02358 0.07467 -4.36063 0.2 -0.8 -1.2
H 1.66778 0.94921 -5.17884 -0.5 -0.5 0.1
H 2.62459 1.60150 -3.08925 0.0 -0.3 0.8
C -3.41980 3.46104 0.72745 0.2 0.4 1.2
C -4.06627 2.16798 1.27289 0.2 1.7 -0.9
O -3.18361 1.54900 2.19740 -0.2 0.5 -0.7
H -2.98245 3.99786 1.56927 0.2 0.0 0.2
H -4.14074 4.18945 0.35630 -0.2 -0.4 -0.4
H -2.60816 3.33601 0.01071 -0.1 -0.3 -0.1
H -4.32931 1.62826 0.36316 0.2 -1.0 0.3
H -5.01518 2.45468 1.72618 0.0 -0.1 0.4
H -3.34767 0.60312 2.20048 0.2 -1.0 -0.1
C 0.99567 2.91064 4.25637 -1.1 1.4 -1.7
C 0.49471 3.34700 2.82058 0.5 -0.6 0.6
O 0.74502 2.29035 1.89831 -0.9 -1.0 -0.1
H 0.81592 3.76225 4.91252 0.4 0.0 0.2
H 2.05383 2.66957 4.15495 -0.1 -0.2 0.4
H 0.32971 2.12409 4.61126 0.4 -0.3 -0.1
H 1.00226 4.19316 2.35742 0.3 0.5 0.7
H -0.56405 3.60562 2.80550 -0.1 -0.4 0.1
H 1.68519 2.32174 1.70676 0.5 -0.3 -0.3
C 6.66164 -0.85622 -1.84709 0.0 0.1 0.7
C 5.25997 -0.33953 -1.95144 -2.1 -0.1 -0.2
O 4.26317 -1.05498 -1.17577 1.3 -0.4 0.3
H 7.03307 -0.96268 -2.86631 0.5 -0.1 0.3
H 6.68258 -1.79466 -1.29303 -0.1 -0.2 -0.3
H 7.26449 -0.17207 -1.24993 0.3 0.0 -0.3
H 4.91316 -0.46028 -2.97772 0.2 0.3 -0.3
H 5.13334 0.70718 -1.67493 0.4 0.2 -0.2
H 3.44095 -0.59502 -1.36013 -0.6 0.4 0.0
C -4.69550 -0.24871 -2.88219 1.0 2.3 -0.3
C -4.37038 -1.33554 -1.94473 -1.9 -0.5 -0.5
O -3.26447 -1.06751 -1.16310 1.3 0.6 0.5
H -3.91488 -0.22736 -3.64263 -0.5 0.1 -0.6
H -4.56498 0.69321 -2.34942 0.1 0.2 0.2
H -5.72095 -0.16135 -3.24123 0.2 -0.8 -0.3
H -4.22942 -2.20209 -2.59074 -0.1 -0.7 0.6
H -5.26350 -1.36797 -1.32072 0.0 -0.9 0.3
H -3.39759 -1.53052 -0.33274 0.4 0.0 0.6
C 2.32331 4.31606 -0.54270 1.4 2.5 -0.2
C 0.85994 4.55537 -0.82489 1.6 1.4 -0.1
O 0.35987 3.32152 -0.69242 -3.0 -3.7 -0.2
H 2.76830 3.49672 -1.10730 -0.5 -0.5 0.4
H 2.48412 4.31402 0.53537 0.1 -0.7 -0.1
H 2.94968 5.13613 -0.89374 0.0 0.5 0.0
H 0.64776 4.91998 -1.82994 0.2 0.6 -0.1
H 0.38346 5.17823 -0.06785 0.1 0.3 -0.1
H 0.86450 2.78519 -1.30830 0.1 -0.7 0.0
C -3.74050 2.60005 6.69117 -0.4 -0.1 1.1
C -3.24511 3.01746 5.31495 0.3 -1.1 0.3
O -2.24101 2.07227 4.89894 -0.4 0.4 0.2
H -3.16319 1.81439 7.17856 0.6 0.1 -0.4
H -4.73493 2.15391 6.67795 -0.2 0.2 -0.4
H -3.79799 3.40710 7.42156 0.1 0.2 -0.1
H -2.80259 4.01276 5.27431 -0.2 0.1 0.2
H -4.13356 2.98045 4.68456 0.3 0.1 -0.6
H -2.41808 1.83857 3.98481 -0.1 0.0 -0.4
C 2.64811 -1.12683 3.44750 1.7 -0.4 0.0
C 2.56098 -1.74349 2.00161 -1.0 1.3 2.2
O 1.15845 -1.87732 1.79318 0.0 0.2 -1.9
H 3.69286 -1.01123 3.73602 0.4 0.1 -0.1
H 2.29419 -1.82120 4.20952 -0.3 -0.3 -0.3
H 2.20100 -0.17030 3.71816 -0.4 0.1 -1.0
H 3.02781 -2.72823 2.02321 0.2 0.0 -0.2
H 2.94750 -1.10927 1.20382 0.3 -0.1 0.2
H 0.78515 -2.22128 2.60800 -1.0 0.2 0.2
```
Forces are in eV/Å.

Results
E_LUMO: -1.79 eV
Highest occupied orbital energy: -0.351 hartree
Orbital gap: 7.8 eV